A 5-piece molecular cluster, C26H63BF4N3O5 overall. Source: the Open Molecules 2025 dataset; level of theory: the ωB97M-V functional and the def2-TZVPD basis.

Properties
* total charge: +1
* LUMO energy: -0.06851 Ha
* largest force on an atom: 2.2 eV/A
* electronic energy: -1993.1024 hartree
* Kohn-Sham gap: 6.743 eV
* HOMO level: -8.6070 eV

Each atom is followed by the atoms it is bonded to, with distances in Å.
Geometry (Å):
1 C 5.215 -31.485 15.933  C2 1.507, H11 1.099, H12 1.091, H13 1.094
2 C 3.757 -31.110 15.862  C1 1.507, N3 1.467, H14 1.088, H15 1.087
3 N 3.578 -29.715 15.448  C2 1.467, C4 1.531, C5 1.506, C7 1.493
4 C 3.944 -29.572 13.968  N3 1.531, H16 1.073, H17 1.079, H18 1.080
5 C 2.129 -29.356 15.648  N3 1.506, C6 1.511, H19 1.081, H20 1.088
6 C 1.127 -30.360 15.129  C5 1.511, H21 1.096, H22 1.087, H23 1.093
7 C 4.376 -28.768 16.281  N3 1.493, C8 1.504, H24 1.086, H25 1.089
8 C 4.242 -27.306 15.960  C7 1.504, O9 1.402, H26 1.098, H27 1.104
9 O 3.024 -26.759 16.387  C8 1.402, C10 1.395
10 C 3.046 -25.365 16.334  O9 1.395, H28 1.097, H29 1.082, H30 1.100
11 H 5.704 -30.979 16.777  C1 1.099
12 H 5.810 -31.393 15.023  C1 1.091
13 H 5.342 -32.531 16.228  C1 1.094
14 H 3.310 -31.343 16.827  C2 1.088
15 H 3.269 -31.711 15.099  C2 1.087
16 H 3.670 -28.584 13.652  C4 1.073
17 H 3.372 -30.350 13.485  C4 1.079
18 H 4.998 -29.806 13.928  C4 1.080
19 H 1.957 -28.420 15.136  C5 1.081
20 H 1.988 -29.234 16.720  C5 1.088
21 H 1.110 -31.331 15.638  C6 1.096
22 H 1.196 -30.601 14.071  C6 1.087
23 H 0.130 -29.972 15.356  C6 1.093
24 H 5.406 -29.052 16.089  C7 1.086
25 H 4.104 -28.986 17.313  C7 1.089
26 H 4.397 -27.085 14.895  C8 1.098
27 H 5.047 -26.803 16.523  C8 1.104
28 H 3.805 -25.004 17.038  C10 1.097
29 H 2.071 -24.965 16.579  C10 1.082
30 H 3.315 -25.005 15.330  C10 1.100
31 C -2.864 -29.658 12.615  C32 1.503, H41 1.089, H42 1.092, H43 1.099
32 C -1.846 -28.624 13.008  C31 1.503, N33 1.476, H44 1.080, H45 1.090
33 N -2.406 -27.291 13.304  C32 1.476, C34 1.485, C35 1.496, C37 1.490
34 C -3.009 -27.332 14.660  N33 1.485, H46 1.088, H47 1.079, H48 1.088
35 C -1.315 -26.267 13.325  N33 1.496, C36 1.493, H49 1.092, H50 1.087
36 C -0.340 -26.408 14.446  C35 1.493, H51 1.089, H52 1.086, H53 1.095
37 C -3.522 -26.900 12.397  N33 1.490, C38 1.512, H54 1.083, H55 1.083
38 C -3.017 -26.683 10.989  C37 1.512, O39 1.411, H56 1.092, H57 1.094
39 O -2.699 -25.310 10.925  C38 1.411, C40 1.420
40 C -2.231 -24.911 9.645  O39 1.420, H58 1.089, H59 1.101, H60 1.097
41 H -2.436 -30.654 12.513  C31 1.089
42 H -3.392 -29.359 11.707  C31 1.092
43 H -3.640 -29.846 13.370  C31 1.099
44 H -1.023 -28.444 12.332  C32 1.080
45 H -1.401 -28.983 13.936  C32 1.090
46 H -3.569 -26.413 14.818  C34 1.088
47 H -2.248 -27.450 15.416  C34 1.079
48 H -3.731 -28.145 14.695  C34 1.088
49 H -1.841 -25.314 13.399  C35 1.092
50 H -0.901 -26.251 12.319  C35 1.087
51 H 0.609 -25.958 14.158  C36 1.089
52 H -0.118 -27.401 14.825  C36 1.086
53 H -0.679 -25.811 15.300  C36 1.095
54 H -3.895 -25.969 12.806  C37 1.083
55 H -4.250 -27.702 12.404  C37 1.083
56 H -3.826 -26.800 10.264  C38 1.092
57 H -2.136 -27.301 10.795  C38 1.094
58 H -1.757 -23.934 9.734  C40 1.089
59 H -3.073 -24.802 8.944  C40 1.101
60 H -1.492 -25.594 9.210  C40 1.097
61 C 6.494 -29.524 9.023  C62 1.517, H71 1.102, H72 1.089, H73 1.087
62 C 6.123 -28.629 10.190  C61 1.517, N63 1.503, H74 1.082, H75 1.084
63 N 6.158 -27.165 9.853  C62 1.503, C64 1.459, C65 1.507, C67 1.536
64 C 7.523 -26.700 9.636  N63 1.459, H76 1.086, H77 1.081, H78 1.082
65 C 5.372 -26.876 8.599  N63 1.507, C66 1.485, H79 1.091, H80 1.093
66 C 3.961 -27.337 8.559  C65 1.485, H81 1.085, H82 1.089, H83 1.078
67 C 5.526 -26.338 10.982  N63 1.536, C68 1.502, H84 1.079, H85 1.091
68 C 6.232 -26.456 12.303  C67 1.502, O69 1.395, H86 1.107, H87 1.103
69 O 6.157 -27.718 12.894  C68 1.395, C70 1.395
70 C 7.137 -28.001 13.846  O69 1.395, H88 1.115, H89 1.102, H90 1.084
71 H 6.621 -30.517 9.482  C61 1.102
72 H 7.474 -29.381 8.572  C61 1.089
73 H 5.683 -29.683 8.316  C61 1.087
74 H 6.840 -28.851 10.969  C62 1.082
75 H 5.133 -28.862 10.565  C62 1.084
76 H 7.879 -27.204 8.743  C64 1.086
77 H 8.162 -27.027 10.445  C64 1.081
78 H 7.524 -25.622 9.541  C64 1.082
79 H 5.970 -27.327 7.807  C65 1.091
80 H 5.495 -25.805 8.423  C65 1.093
81 H 3.908 -28.395 8.793  C66 1.085
82 H 3.613 -27.181 7.538  C66 1.089
83 H 3.303 -26.787 9.211  C66 1.078
84 H 4.477 -26.585 11.026  C67 1.079
85 H 5.609 -25.290 10.691  C67 1.091
86 H 5.932 -25.684 13.037  C68 1.107
87 H 7.295 -26.179 12.196  C68 1.103
88 H 7.158 -27.203 14.624  C70 1.115
89 H 8.162 -27.961 13.442  C70 1.102
90 H 6.982 -28.934 14.377  C70 1.084
91 B 1.532 -27.838 11.658  F92 1.437, F93 1.427, F94 1.417, F95 1.435
92 F 1.602 -26.417 11.861  B91 1.437
93 F 1.105 -28.470 12.864  B91 1.427
94 F 0.621 -28.117 10.610  B91 1.417
95 F 2.835 -28.348 11.342  B91 1.435
96 C 4.082 -31.760 11.195  C97 1.530, H100 1.097, H101 1.094, H102 1.097
97 C 5.370 -32.438 11.663  C96 1.530, O98 1.210, O99 1.260
98 O 5.883 -33.201 10.876  C97 1.210
99 O 5.748 -32.126 12.824  C97 1.260
100 H 3.137 -32.220 11.511  C96 1.097
101 H 4.015 -31.673 10.107  C96 1.094
102 H 4.022 -30.745 11.606  C96 1.097

Löwdin population analysis, charges in e, atoms 1 to 4: -0.06 -0.18 -0.26 0.05

***

One molecule with the formula C6H12OS3. Source: the Open Molecules 2025 dataset; level of theory: the ωB97M-V functional and the def2-TZVPD basis.

Properties
* 2S+1: 3
* energy above the lowest of the compared OMol25 structures with the same formula, charge and spin: 0.00 kcal/mol
* LUMO energy (alpha / beta): 0.01653 / -0.10762 Ha
* largest force on an atom: 5.9 eV/A
* electronic energy: -1505.3981 hartree
* Kohn-Sham gap (alpha / beta): 6.548 / 6.086 eV
* HOMO level (alpha / beta): -6.0984 / -9.0145 eV

Each atom is followed by the atoms it is bonded to, with distances in Å.
Geometry (Å):
1 C 2.100 1.300 0.875  C6 1.583, O7 1.210, H11 1.133
2 C -1.903 -0.314 0.865  C4 1.517, H12 1.101, H13 1.201, H14 1.123
3 C -0.912 0.435 -1.335  C4 1.579, H15 1.075, H16 0.998, H17 1.119
4 C -0.649 0.235 0.209  C2 1.517, C3 1.579, C5 1.610, H18 1.098
5 C 0.613 -0.722 0.499  C4 1.610, C6 1.503, S8 1.860, H19 1.049
6 C 1.888 -0.049 0.075  C1 1.583, C5 1.503, S9 1.866, S10 1.809
7 O 2.626 2.215 0.284  C1 1.210
8 S 0.410 -2.453 -0.148  C5 1.860, H20 1.427
9 S 3.339 -0.928 0.852  C6 1.866, H21 1.330
10 S 2.131 0.062 -1.714  C6 1.809, H22 1.404
11 H 1.907 1.379 1.988  C1 1.133
12 H -2.252 -1.275 0.457  C2 1.101
13 H -1.829 -0.417 2.060  C2 1.201
14 H -2.671 0.490 0.703  C2 1.123
15 H -1.082 -0.589 -1.616  C3 1.075
16 H -1.715 0.951 -1.623  C3 0.998
17 H -0.052 0.835 -1.927  C3 1.119
18 H -0.309 1.217 0.564  C4 1.098
19 H 0.590 -1.012 1.508  C5 1.049
20 H 0.843 -2.370 -1.506  S8 1.427
21 H 4.099 -0.909 -0.239  S9 1.330
22 H 1.985 1.457 -1.644  S10 1.404

Löwdin population analysis, charges in e, atoms 1 to 4: -0.44 -0.11 -0.09 -0.41

***

A 2-piece molecular cluster, C55H68N3 overall. Source: the Open Molecules 2025 dataset; level of theory: the ωB97M-V functional and the def2-TZVPD basis.

Properties
* total charge: +1
* energy above the lowest of the compared OMol25 structures with the same formula, charge and spin: 57.60 kcal/mol
* LUMO energy: -0.19705 Ha
* largest force on an atom: 2.8 eV/A
* electronic energy: -2300.5021 hartree
* Kohn-Sham gap: 3.755 eV
* HOMO level: -9.1170 eV

Each atom is followed by the atoms it is bonded to, with distances in Å.
Geometry (Å):
1 C -1.607 -2.071 -0.147  C2 1.510, H41 1.087, H42 1.100, H43 1.090
2 C -2.906 -1.847 0.589  C1 1.510, C3 1.537, C4 1.535, C5 1.572
3 C -3.978 -2.627 -0.190  C2 1.537, H44 1.095, H45 1.097, H46 1.099
4 C -2.844 -2.461 1.995  C2 1.535, H47 1.098, H48 1.100, H49 1.094
5 C -3.204 -0.304 0.632  C2 1.572, C6 1.399, C14 1.431
6 C -4.120 0.197 -0.299  C5 1.399, C7 1.389, H50 1.091
7 C -4.618 1.490 -0.198  C6 1.389, C8 1.390, H51 1.092
8 C -4.245 2.284 0.880  C7 1.390, C9 1.399, H52 1.095
9 C -3.257 1.886 1.785  C8 1.399, C10 1.566, C14 1.440
10 C -3.024 2.845 3.002  C9 1.566, C11 1.521, C12 1.532, C13 1.537
11 C -1.554 3.188 3.192  C10 1.521, H53 1.099, H54 1.103, H55 1.089
12 C -3.633 2.207 4.254  C10 1.532, H56 1.095, H57 1.093, H58 1.097
13 C -3.707 4.210 2.826  C10 1.537, H59 1.093, H60 1.098, H61 1.093
14 C -2.606 0.625 1.542  C5 1.431, C9 1.440, N15 1.444
15 N -1.306 0.324 2.095  C14 1.444, C16 1.460, C33 1.385
16 C -1.095 -0.048 3.490  N15 1.460, C17 1.499, H62 1.092, H63 1.099
17 C 0.396 -0.069 3.650  C16 1.499, N18 1.464, H64 1.100, H65 1.096
18 N 0.924 0.072 2.293  C17 1.464, C19 1.458, C33 1.393
19 C 2.367 -0.053 2.126  N18 1.458, C20 1.432, C28 1.431
20 C 2.991 -1.342 2.178  C19 1.432, C21 1.562, C25 1.394
21 C 2.332 -2.750 2.327  C20 1.562, C22 1.543, C23 1.513, C24 1.537
22 C 3.093 -3.805 1.497  C21 1.543, H66 1.095, H67 1.098, H68 1.098
23 C 0.921 -2.774 1.783  C21 1.513, H69 1.088, H70 1.098, H71 1.102
24 C 2.364 -3.174 3.803  C21 1.537, H72 1.095, H73 1.097, H74 1.096
25 C 4.380 -1.424 2.108  C20 1.394, C26 1.383, H75 1.091
26 C 5.161 -0.345 1.738  C25 1.383, C27 1.383, H76 1.090
27 C 4.560 0.900 1.686  C26 1.383, C28 1.400, H77 1.091
28 C 3.225 1.090 2.064  C19 1.431, C27 1.400, C29 1.571
29 C 2.935 2.549 2.570  C28 1.571, C30 1.539, C31 1.532, C32 1.511
30 C 3.832 3.595 1.884  C29 1.539, H78 1.097, H79 1.099, H80 1.095
31 C 3.237 2.556 4.072  C29 1.532, H81 1.096, H82 1.097, H83 1.095
32 C 1.513 2.982 2.300  C29 1.511, H84 1.085, H85 1.102, H86 1.097
33 C -0.112 0.309 1.393  N15 1.385, N18 1.393, C34 1.408
34 C -0.051 0.490 -0.002  C33 1.408, C35 1.453, H87 1.087
35 C 1.241 0.628 -0.652  C34 1.453, C36 1.419, C40 1.419
36 C 2.066 -0.477 -0.986  C35 1.419, C37 1.390, H88 1.095
37 C 3.387 -0.250 -1.355  C36 1.390, C38 1.396, H89 1.093
38 C 3.870 1.053 -1.488  C37 1.396, C39 1.394, H90 1.087
39 C 3.032 2.148 -1.286  C38 1.394, C40 1.387, H91 1.089
40 C 1.728 1.945 -0.859  C35 1.419, C39 1.387, H92 1.100
41 H -0.813 -1.515 0.347  C1 1.087
42 H -1.309 -3.128 -0.200  C1 1.100
43 H -1.663 -1.656 -1.153  C1 1.090
44 H -4.970 -2.428 0.229  C3 1.095
45 H -3.973 -2.396 -1.262  C3 1.097
46 H -3.780 -3.704 -0.095  C3 1.099
47 H -3.615 -2.022 2.641  C4 1.098
48 H -3.027 -3.543 1.932  C4 1.100
49 H -1.858 -2.340 2.453  C4 1.094
50 H -4.477 -0.440 -1.110  C6 1.091
51 H -5.328 1.862 -0.939  C7 1.092
52 H -4.741 3.255 0.979  C8 1.095
53 H -1.111 3.552 2.255  C11 1.099
54 H -1.435 3.973 3.956  C11 1.103
55 H -0.969 2.339 3.545  C11 1.089
56 H -4.724 2.203 4.161  C12 1.095
57 H -3.328 1.167 4.398  C12 1.093
58 H -3.365 2.770 5.156  C12 1.097
59 H -4.793 4.138 2.918  C13 1.093
60 H -3.368 4.915 3.595  C13 1.098
61 H -3.461 4.654 1.859  C13 1.093
62 H -1.593 0.654 4.163  C16 1.092
63 H -1.521 -1.038 3.701  C16 1.099
64 H 0.761 0.750 4.287  C17 1.100
65 H 0.747 -1.007 4.096  C17 1.096
66 H 4.078 -4.053 1.907  C22 1.095
67 H 2.523 -4.742 1.466  C22 1.098
68 H 3.225 -3.462 0.463  C22 1.098
69 H 0.285 -2.063 2.306  C23 1.088
70 H 0.929 -2.526 0.713  C23 1.098
71 H 0.459 -3.764 1.925  C23 1.102
72 H 1.930 -2.412 4.459  C24 1.095
73 H 1.799 -4.103 3.955  C24 1.097
74 H 3.395 -3.343 4.137  C24 1.096
75 H 4.877 -2.384 2.259  C25 1.091
76 H 6.217 -0.472 1.499  C26 1.090
77 H 5.183 1.738 1.370  C27 1.091
78 H 3.800 3.473 0.794  C30 1.097
79 H 3.481 4.611 2.111  C30 1.099
80 H 4.872 3.531 2.222  C30 1.095
81 H 2.601 1.839 4.604  C31 1.096
82 H 4.282 2.274 4.248  C31 1.097
83 H 3.073 3.547 4.508  C31 1.095
84 H 0.811 2.254 2.694  C32 1.085
85 H 1.305 3.951 2.780  C32 1.102
86 H 1.327 3.056 1.221  C32 1.097
87 H -0.960 0.809 -0.504  C34 1.087
88 H 1.659 -1.492 -0.918  C36 1.095
89 H 4.059 -1.099 -1.504  C37 1.093
90 H 4.925 1.218 -1.692  C38 1.087
91 H 3.374 3.168 -1.458  C39 1.089
92 H 1.042 2.784 -0.668  C40 1.100
93 C -3.447 -0.281 -5.738  C94 1.477, H111 1.095, H112 1.100, H113 1.102
94 C -2.284 0.586 -5.462  C93 1.477, N95 1.354, C102 1.435
95 N -1.836 1.497 -6.358  C94 1.354, C96 1.399, H114 1.012
96 C -0.661 2.121 -5.927  N95 1.399, C97 1.412, C101 1.395
97 C -0.371 1.570 -4.659  C96 1.412, C98 1.388, C102 1.461
98 C 0.869 1.814 -4.085  C97 1.388, C99 1.395, H115 1.088
99 C 1.809 2.590 -4.763  C98 1.395, C100 1.412, H116 1.096
100 C 1.493 3.155 -6.018  C99 1.412, C101 1.405, H117 1.092
101 C 0.244 2.926 -6.618  C96 1.395, C100 1.405, H118 1.090
102 C -1.401 0.588 -4.330  C94 1.435, C97 1.461, C103 1.433
103 C -1.341 -0.304 -3.210  C102 1.433, C104 1.468, H119 1.096
104 C -0.937 -1.696 -3.440  C103 1.468, C105 1.424, C110 1.430
105 C 0.430 -1.991 -3.711  C104 1.424, C106 1.389, H120 1.096
106 C 0.899 -3.298 -3.698  C105 1.389, C107 1.407, H121 1.091
107 C 0.010 -4.374 -3.512  C106 1.407, C108 1.503, C109 1.400
108 C 0.508 -5.786 -3.380  C107 1.503, H122 1.098, H123 1.100, H124 1.099
109 C -1.364 -4.106 -3.513  C107 1.400, C110 1.389, H125 1.093
110 C -1.842 -2.803 -3.461  C104 1.430, C109 1.389, H126 1.096
111 H -3.324 -1.201 -5.158  C93 1.095
112 H -4.399 0.184 -5.445  C93 1.100
113 H -3.539 -0.550 -6.803  C93 1.102
114 H -2.308 1.681 -7.235  N95 1.012
115 H 1.068 1.361 -3.116  C98 1.088
116 H 2.796 2.765 -4.319  C99 1.096
117 H 2.246 3.766 -6.520  C100 1.092
118 H -0.017 3.317 -7.602  C101 1.090
119 H -1.815 0.020 -2.276  C103 1.096
120 H 1.102 -1.149 -3.909  C105 1.096
121 H 1.967 -3.486 -3.817  C106 1.091
122 H -0.248 -6.417 -2.894  C108 1.098
123 H 0.734 -6.224 -4.363  C108 1.100
124 H 1.420 -5.840 -2.768  C108 1.099
125 H -2.070 -4.940 -3.519  C109 1.093
126 H -2.920 -2.605 -3.469  C110 1.096

Löwdin population analysis, charges in e, atoms 1 to 4: -0.06 -0.50 -0.06 -0.03